Below is a structure of composition C19H16ClLuN2O3 at a distorted geometry, with properties calculated with wB97M-V/def2-TZVPD.

Geometry as ORCA input:
```
! RIJCOSX wB97M-V def2-TZVPD def2/J DEFGRID3
* xyz 2 1
Lu -0.7308 -1.0272 -1.1824
Cl 0.0069 -1.3954 6.2088
O -2.8455 -0.1242 -0.3948
O -0.1759 -4.2629 -3.0332
O -0.4384 -2.3101 0.3507
N 0.6641 0.2049 -0.0033
N 0.5062 0.0994 -2.6315
C 0.3017 -0.9294 2.1458
C 2.1047 2.2450 -0.0945
C 1.9460 1.7161 -4.3119
C -0.5933 -2.8990 3.9230
C 0.8385 0.0687 1.2890
C 2.0722 1.9165 -2.9390
C 2.9210 3.0736 -0.9514
C 0.3851 -0.7602 3.5601
C 0.4451 -0.0364 -3.9836
C -3.3237 0.2455 2.0736
C 1.3887 1.2062 -0.6925
C -0.2484 -2.1467 1.6402
C -2.9181 0.7951 0.7686
C -0.0847 -1.6776 4.4482
C 1.0809 0.7902 -4.8292
C -0.1247 -3.2860 -2.5086
C -0.6709 -3.1466 2.5631
C 2.8964 2.9457 -2.3230
C 1.2971 1.0806 -2.1211
H -3.7716 -0.4562 -0.4983
H -1.1049 -3.5374 4.6506
H 1.0204 0.6405 -5.8754
H 0.8220 0.1654 3.9064
H -4.3899 -0.0151 2.0533
H 3.5170 3.5983 -2.8933
H 2.2608 2.2208 0.9932
H -3.1443 0.9750 2.8865
H -0.1855 -0.8427 -4.2675
H 2.5775 2.2252 -5.0164
H -1.0391 -4.1071 2.2186
H -1.8681 1.2227 0.7242
H 3.5815 3.8619 -0.5228
H 1.4878 0.7347 1.8246
H -3.5953 1.6507 0.5199
H -2.8685 -0.7227 2.3253
*
```

Max |F| (eV Å⁻¹): 3.3
HOMO (eV): -14.1
Relative energy (zero: lowest compared OMol25 entry of this formula, charge and spin) (kcal per mole): 17.3
E_LUMO (eV): -7.13
Kohn-Sham gap (Ha): 0.25579

Below is the molecule C19H16ClN3O3S2 at a distorted geometry, with properties calculated with wB97M-V/def2-TZVPD.

Geometry as ORCA input:
```
! RIJCOSX wB97M-V def2-TZVPD def2/J DEFGRID3
* xyz 0 1
Cl -5.0163 4.2244 -0.0982
S 5.5441 0.4889 0.4090
S 3.7056 2.5993 -0.7095
O 2.5962 3.3787 -0.2643
O 0.4518 -4.1136 -0.4244
O 4.8231 3.2479 -1.3178
N -1.9238 -1.6126 -0.0907
N -1.3057 -2.7963 -0.0438
N 3.2040 1.4590 -1.8319
C 1.4532 0.5206 -0.4715
C 1.7830 -1.9277 -1.7217
C -5.2804 1.6334 0.5979
C -4.1496 -2.5532 0.4563
C 2.4129 0.3755 -1.4712
C -3.6466 -0.0683 0.0788
C 0.0085 -2.9816 -0.3921
C -3.2729 2.2239 -0.5950
C -2.8609 0.9092 -0.5396
C 0.6605 -0.5491 -0.1071
C 0.8078 -1.7827 -0.7365
C 2.5754 -0.8621 -2.0918
C 4.2482 1.5925 0.6422
C -3.1715 -1.4545 0.1344
C -4.4877 2.5824 -0.0276
C 5.3867 -0.0655 2.0281
C -4.8598 0.3179 0.6489
C 4.3908 0.5725 2.6984
C 3.7291 1.5280 1.8976
H -3.8266 -3.5033 0.0329
H 3.9022 1.2846 -2.5383
H -0.0713 -0.4239 0.6738
H -5.4817 -0.4022 1.1573
H -1.9209 0.6152 -0.9783
H -5.1270 -2.3183 0.0446
H -1.8130 -3.6584 0.1671
H -6.2188 1.9242 1.0435
H 2.9142 2.1484 2.2203
H -4.2442 -2.6747 1.5358
H 4.1347 0.3719 3.7225
H 6.0430 -0.8313 2.3909
H 1.9077 -2.8918 -2.1907
H -2.6595 2.9700 -1.0751
H 1.3316 1.4823 -0.0014
H 3.3239 -0.9793 -2.8619
*
```

Max |F| (eV Å⁻¹): 1.3
HOMO (eV): -8.5
Relative energy (zero: lowest compared OMol25 entry of this formula, charge and spin) (kcal per mole): 2.2
E_LUMO (eV): 0.23
Kohn-Sham gap (Ha): 0.32108

Repeat the second record exactly.
Below is the molecule C19H16ClN3O3S2 at a distorted geometry, with properties calculated with wB97M-V/def2-TZVPD.

Geometry as ORCA input:
```
! RIJCOSX wB97M-V def2-TZVPD def2/J DEFGRID3
* xyz 0 1
Cl -5.0163 4.2244 -0.0982
S 5.5441 0.4889 0.4090
S 3.7056 2.5993 -0.7095
O 2.5962 3.3787 -0.2643
O 0.4518 -4.1136 -0.4244
O 4.8231 3.2479 -1.3178
N -1.9238 -1.6126 -0.0907
N -1.3057 -2.7963 -0.0438
N 3.2040 1.4590 -1.8319
C 1.4532 0.5206 -0.4715
C 1.7830 -1.9277 -1.7217
C -5.2804 1.6334 0.5979
C -4.1496 -2.5532 0.4563
C 2.4129 0.3755 -1.4712
C -3.6466 -0.0683 0.0788
C 0.0085 -2.9816 -0.3921
C -3.2729 2.2239 -0.5950
C -2.8609 0.9092 -0.5396
C 0.6605 -0.5491 -0.1071
C 0.8078 -1.7827 -0.7365
C 2.5754 -0.8621 -2.0918
C 4.2482 1.5925 0.6422
C -3.1715 -1.4545 0.1344
C -4.4877 2.5824 -0.0276
C 5.3867 -0.0655 2.0281
C -4.8598 0.3179 0.6489
C 4.3908 0.5725 2.6984
C 3.7291 1.5280 1.8976
H -3.8266 -3.5033 0.0329
H 3.9022 1.2846 -2.5383
H -0.0713 -0.4239 0.6738
H -5.4817 -0.4022 1.1573
H -1.9209 0.6152 -0.9783
H -5.1270 -2.3183 0.0446
H -1.8130 -3.6584 0.1671
H -6.2188 1.9242 1.0435
H 2.9142 2.1484 2.2203
H -4.2442 -2.6747 1.5358
H 4.1347 0.3719 3.7225
H 6.0430 -0.8313 2.3909
H 1.9077 -2.8918 -2.1907
H -2.6595 2.9700 -1.0751
H 1.3316 1.4823 -0.0014
H 3.3239 -0.9793 -2.8619
*
```

Max |F| (eV Å⁻¹): 1.3
HOMO (eV): -8.5
Relative energy (zero: lowest compared OMol25 entry of this formula, charge and spin) (kcal per mole): 2.2
E_LUMO (eV): 0.23
Kohn-Sham gap (Ha): 0.32108